21
Properties=species:S:1:pos:R:3:forces:R:3 method="wB97M-V/def2-TZVPD" largest_force_ev_per_a=8.528 s2=2.010 relative_energy_kcal_mol=23.0 spin_multiplicity=3 lumo_ev="-0.1 / -3.3"
C 0.4802 -2.1534 -0.0010 4.59 -5.97 4.00
C 1.1611 -1.2078 0.9002 -2.81 0.34 -0.94
C -0.3385 -0.2448 -0.6411 0.74 0.35 -2.68
C -0.3713 0.8180 -1.8767 3.09 -5.05 0.61
C 0.8680 1.2431 1.1758 -1.15 1.25 -1.46
N -0.2090 -1.5724 -0.9308 -4.20 5.14 -4.99
N 0.8754 0.1150 0.2398 1.80 -1.51 0.20
O -2.0236 -0.5395 1.3760 0.38 -0.86 0.54
O -2.0013 1.6082 0.3674 0.55 2.31 -0.28
O -3.0547 -0.2265 -0.8291 0.77 0.00 -0.06
S -2.0949 0.2119 0.1515 -1.69 -1.48 0.83
H 0.6804 -3.2719 -0.0832 -0.16 1.81 0.43
H 0.5429 -1.2804 1.7695 -0.66 0.75 1.16
H 2.1112 -1.2017 1.2584 3.20 -0.58 0.42
H -1.3228 0.6857 -2.2611 -1.62 0.50 -1.23
H 0.4708 0.3835 -2.5184 -1.45 0.51 0.23
H -0.0078 1.7166 -1.5566 -0.03 2.69 0.84
H -0.0436 1.2840 1.7848 0.42 -0.28 -0.15
H 1.7954 1.2851 1.7401 -0.03 0.03 -0.11
H 0.7818 1.9910 0.3658 0.20 1.01 1.49
H 1.7002 0.3564 -0.4312 -1.93 -0.95 1.14

23
Properties=species:S:1:pos:R:3:forces:R:3 method="wB97M-V/def2-TZVPD" largest_force_ev_per_a=6.939 relative_energy_kcal_mol=72.1 charge=-1 lumo_ev=3.2
O 0.1605 0.1924 -0.1256 -0.67 -1.70 -0.26
H 0.1081 -0.7292 0.1825 0.16 0.74 0.47
O 1.1263 -1.0975 -2.3145 2.74 0.49 1.44
H 0.4126 -1.4134 -2.7897 -2.34 -0.78 -1.11
H 0.8520 -0.7588 -1.4257 -0.28 0.41 -0.77
O 1.2561 2.1271 -1.3084 -0.15 2.06 -1.03
H 0.5078 2.6575 -1.7129 1.18 -1.56 1.18
H 0.9442 1.4058 -0.7248 -0.84 0.07 -0.85
O 1.2692 -2.1062 2.3019 -4.68 -1.41 1.46
H 0.5443 -2.2869 1.6481 0.94 0.30 1.14
H 1.9898 -1.9794 1.7865 3.66 1.05 -2.47
O -0.5898 1.7827 1.8000 1.52 0.16 -1.63
H 0.1322 2.4140 1.6511 -0.34 0.72 1.02
H -0.2051 1.2504 1.0075 -1.76 -0.71 1.11
O -2.1262 0.3719 -1.4756 -2.69 -1.66 -3.03
H -2.1914 -0.4502 -2.0571 -0.57 1.81 0.51
H -1.4316 0.0193 -0.9804 3.16 0.28 2.28
O 2.2979 0.4940 1.2452 6.76 1.19 1.00
H 1.5830 0.5964 0.7200 -4.67 -0.26 -2.38
H 2.9541 0.9591 0.6063 -1.11 -1.18 1.89
O -2.9503 -1.3607 0.8764 -3.06 -2.93 1.14
H -3.9379 -1.4773 0.6808 2.31 0.36 0.40
H -2.7057 -0.6110 0.4082 0.71 2.56 -1.52

190
Properties=species:S:1:pos:R:3:forces:R:3 method="wB97M-V/def2-TZVPD" largest_force_ev_per_a=4.402 relative_energy_kcal_mol=40.6 lumo_ev=-1.8
C -5.1658 6.9068 0.1483 0.75 -0.84 0.89
C -3.9149 6.1562 -0.4267 -1.97 0.82 0.30
C -4.1709 4.7094 -0.7121 0.28 -1.99 2.65
O -3.6390 4.4471 -1.9930 0.38 -0.32 -0.30
C -3.4173 5.6252 -2.5681 0.49 0.16 -3.83
O -3.0311 5.7515 -3.7494 -0.92 -0.18 3.66
O -3.7698 6.5823 -1.7272 0.85 2.56 -3.48
H -5.1445 7.9966 0.1425 0.59 -0.10 -0.08
H -5.2688 6.5603 1.1766 0.00 0.21 0.22
H -6.1101 6.6275 -0.3191 0.32 -0.31 -0.50
H -2.9376 6.3630 0.0094 -0.39 -0.12 0.96
H -5.2057 4.3767 -0.6313 -0.10 0.30 -0.28
H -3.6038 4.1295 0.0161 -0.13 -0.38 -0.08
C 1.8028 -1.4604 6.4638 0.29 -0.24 -0.66
C 1.8961 -2.2123 5.0479 1.90 2.53 2.61
C 3.0442 -3.2603 4.9222 -1.14 0.25 0.65
O 2.2986 -4.2915 4.3073 0.89 -1.05 -0.64
C 0.9725 -4.0694 4.4027 0.84 -3.41 -0.63
O 0.1763 -4.9068 4.1399 -0.92 -0.75 -0.76
O 0.7151 -2.9393 4.8966 -0.94 3.02 0.88
H 2.4700 -0.6069 6.5842 0.24 -0.07 -0.56
H 2.0191 -2.0967 7.3219 0.11 -0.54 -0.31
H 0.8182 -1.0579 6.7016 -0.24 -0.15 -0.65
H 2.0427 -1.5142 4.2238 -0.66 0.22 0.12
H 3.4209 -3.5928 5.8895 -0.15 -0.10 0.14
H 3.9206 -3.0107 4.3240 -0.34 0.35 -0.27
C 4.9581 -3.2787 -3.4182 -0.94 0.49 0.22
C 3.6364 -2.5115 -3.0830 2.26 -0.95 -1.57
C 3.6675 -1.7578 -1.8138 -0.91 -2.15 2.18
O 3.8152 -0.4460 -2.1368 0.67 2.55 0.97
C 3.7331 -0.2537 -3.4325 -0.08 1.59 -1.67
O 3.8330 0.8110 -4.0107 -0.19 -1.50 0.96
O 3.5038 -1.4211 -4.0319 -0.58 -0.93 -0.88
H 5.0715 -4.0621 -2.6689 0.05 -0.20 -0.14
H 5.8412 -2.6413 -3.3749 -0.11 0.22 0.11
H 4.9129 -3.6902 -4.4266 -0.09 -0.17 0.13
H 2.8146 -3.2274 -3.0981 -0.26 0.38 -0.48
H 4.4324 -2.0797 -1.1071 0.20 0.06 -0.11
H 2.7072 -1.9670 -1.3424 -0.18 0.61 0.44
C 1.2441 1.0446 -0.2243 1.00 -0.39 0.34
C 0.0761 0.2245 0.3060 1.68 0.57 -0.21
C -0.2204 0.2423 1.8134 1.43 -1.24 -0.27
O -1.6040 0.5310 1.8853 -0.29 0.25 0.14
C -1.9992 0.9323 0.6779 -2.99 1.31 -0.63
O -3.1173 1.3241 0.3607 1.61 -0.78 1.01
O -1.0153 0.8987 -0.1886 -1.77 0.71 -1.58
H 2.1927 0.6242 0.1098 0.19 -0.16 -0.09
H 1.2705 2.0951 0.0653 -0.48 -0.02 0.42
H 1.2349 1.0597 -1.3141 -0.05 -0.28 -0.07
H 0.0738 -0.7556 -0.1709 0.15 -0.19 0.39
H 0.4284 0.9713 2.2989 -0.44 0.36 0.28
H -0.0312 -0.7443 2.2365 -0.17 0.20 0.17
C 0.2057 -1.3903 -7.1898 -0.02 -0.45 -0.29
C 0.7373 -1.3993 -5.7814 0.24 -1.68 -0.58
C 0.4379 -0.2299 -4.9086 1.08 1.45 -1.22
O 0.1381 -0.7935 -3.6656 0.18 2.75 0.89
C 0.0383 -2.0705 -3.7749 -0.99 -2.11 1.15
O -0.1327 -2.7699 -2.8143 0.14 -0.61 0.02
O 0.0846 -2.4545 -5.0334 -0.11 -1.00 -0.65
H 0.6438 -0.5769 -7.7682 -0.21 0.14 0.06
H -0.8838 -1.3972 -7.2193 -0.06 0.58 0.20
H 0.4522 -2.3146 -7.7122 0.37 -0.05 0.14
H 1.7762 -1.7271 -5.7451 0.22 0.59 -0.27
H -0.3501 0.3448 -5.3953 -0.45 0.16 0.76
H 1.3297 0.3834 -4.7794 -0.15 0.28 -0.09
C -5.8530 1.9565 -2.1523 -0.28 0.16 -0.16
C -6.8954 1.4619 -1.1449 1.54 0.17 -1.06
C -6.4480 0.1494 -0.4682 -0.23 0.50 -1.01
O -6.3858 0.5313 0.8692 0.09 -1.11 2.63
C -6.5154 1.8393 1.0816 0.85 0.80 2.19
O -6.3257 2.4399 2.1465 -0.67 -1.75 -2.88
O -6.8392 2.3815 -0.0746 -0.84 2.14 0.06
H -6.1350 2.9297 -2.5543 -0.22 -0.02 -0.12
H -5.7501 1.2599 -2.9844 0.06 -0.06 -0.03
H -4.8850 2.1227 -1.6796 0.02 -0.41 0.14
H -7.8795 1.5150 -1.6105 -0.15 -0.39 0.37
H -5.4238 -0.1000 -0.7456 -0.03 -0.15 -0.35
H -7.1138 -0.6976 -0.6338 0.07 0.15 0.29
C 7.0146 1.6614 -2.6164 -1.96 -0.78 0.45
C 7.3616 0.3199 -2.5250 1.99 -0.15 0.18
C 8.6672 0.0036 -2.1677 -0.07 -0.71 0.77
C 9.6216 0.9804 -1.9054 -0.56 0.89 -0.84
C 9.2865 2.3128 -2.1697 -1.07 0.12 0.08
C 7.8965 2.6817 -2.4431 3.40 -0.73 0.06
N 10.9874 0.5824 -1.4196 1.67 1.67 0.35
O 11.9327 1.4097 -1.4371 -2.38 -1.07 -0.45
O 11.1213 -0.5207 -0.9464 -0.55 -0.30 -0.27
H 5.9512 1.8434 -2.6643 -0.16 0.44 -0.57
H 6.7509 -0.5497 -2.7183 -0.65 0.43 0.02
H 8.8902 -1.0314 -1.9543 0.30 -0.10 -0.19
H 10.0960 3.0271 -2.1399 -0.17 0.31 0.19
H 7.6115 3.7106 -2.6062 0.06 0.02 0.24
C 0.6259 4.0313 -3.3777 -0.56 0.18 1.12
C 1.8869 3.7445 -3.8654 -0.46 0.14 0.19
C 2.9881 3.9581 -3.0381 0.65 0.13 -0.38
C 2.8252 4.4803 -1.7663 -0.63 0.17 0.28
C 1.5684 4.7925 -1.2716 -0.91 -0.89 -0.15
C 0.4668 4.4678 -2.0669 0.61 0.50 0.40
N 3.9714 4.7472 -0.8893 2.70 0.40 -0.87
O 5.1225 4.3976 -1.2515 -1.98 -0.13 0.06
O 3.8154 5.4003 0.1142 -0.72 -0.23 0.25
H -0.3054 3.9586 -3.9197 0.21 -0.36 -0.54
H 1.8960 3.3561 -4.8731 0.79 0.03 -0.06
H 4.0069 3.8359 -3.3748 -0.03 -0.37 -0.15
H 1.3687 5.1576 -0.2750 0.43 0.07 0.06
H -0.5148 4.5783 -1.6304 -0.16 0.18 -0.17
C 5.6771 0.3893 0.8354 -0.86 0.41 1.82
C 5.0476 -0.4442 1.7886 -0.54 0.84 0.16
C 4.0839 0.0501 2.7045 0.83 1.66 -1.51
C 3.8381 1.4612 2.6603 0.68 -0.70 0.06
C 4.4605 2.3387 1.7514 0.29 -1.66 0.65
C 5.3753 1.7659 0.8755 0.25 -0.29 -0.62
N 2.9412 2.0600 3.6547 -2.53 -0.93 0.61
O 2.4342 3.1389 3.4090 0.85 0.04 -0.08
O 2.5451 1.3618 4.6055 1.16 0.44 -0.93
H 6.4662 -0.0182 0.2208 -0.07 0.16 -0.25
H 5.3280 -1.4829 1.8834 -0.05 -0.17 -0.23
H 3.5485 -0.6357 3.3443 0.12 0.36 0.21
H 4.3653 3.4142 1.7761 -0.37 -0.05 0.14
H 5.8742 2.4638 0.2195 0.19 -0.14 -0.24
C -3.1288 1.8275 6.5245 -1.07 1.28 -0.08
C -1.9183 1.7938 5.8645 0.48 0.46 -0.57
C -1.7697 2.5231 4.6888 0.71 0.13 -0.32
C -2.7951 3.2880 4.1613 -1.12 -0.25 0.71
C -4.0109 3.3725 4.7888 -0.74 -1.26 2.25
C -4.1510 2.6437 6.0248 0.27 0.33 -1.55
N -2.6311 4.0407 2.9486 -0.54 2.46 -1.91
O -1.5849 3.8904 2.3360 -0.49 -0.08 0.02
O -3.5135 4.8846 2.5737 1.95 -2.39 1.23
H -3.3345 1.3570 7.4746 0.37 -0.36 -0.02
H -1.0548 1.3009 6.2862 -0.02 -0.23 -0.08
H -0.8414 2.6060 4.1432 0.28 -0.37 0.22
H -4.8396 3.9267 4.3736 0.10 0.06 0.00
H -5.0804 2.6773 6.5740 -0.13 0.14 -0.12
C -3.5917 -1.8927 3.0715 -1.55 0.46 -0.21
C -4.3071 -1.0791 3.9760 0.75 0.02 -1.24
C -4.0405 -1.1499 5.3008 0.75 -1.20 2.63
C -3.1277 -2.1375 5.8082 0.41 -0.27 -2.13
C -2.5358 -3.0194 4.8735 -0.09 0.54 1.66
C -2.7996 -2.9073 3.5153 0.90 -0.04 0.57
N -2.7226 -2.2097 7.2339 -0.36 -0.60 1.93
O -1.9352 -3.0672 7.6846 -0.98 1.21 -1.92
O -3.2832 -1.4262 8.0037 0.35 -0.12 -1.02
H -3.7928 -1.7732 2.0171 0.10 0.06 -0.16
H -4.9849 -0.3226 3.6089 -0.08 0.01 -0.10
H -4.5512 -0.5284 6.0214 0.02 0.13 -0.06
H -1.8237 -3.7594 5.2076 -0.05 -0.07 0.14
H -2.2603 -3.5692 2.8539 -0.13 0.06 -0.12
C 3.2930 -6.3307 -0.7008 0.26 0.19 0.46
C 3.8143 -5.6166 0.3907 -1.06 0.79 -1.30
C 3.0829 -4.5259 0.8774 0.51 0.29 0.33
C 1.8898 -4.1032 0.2772 -0.17 -2.00 -0.31
C 1.3989 -4.8499 -0.8170 -0.43 -0.10 0.62
C 2.0676 -5.9983 -1.2775 0.43 1.10 0.60
N 1.0334 -3.0931 0.9354 0.32 2.76 1.00
O -0.1057 -2.8257 0.5424 1.85 -1.42 0.35
O 1.5826 -2.4045 1.8566 -0.92 -1.86 -1.83
H 3.8886 -7.1457 -1.0849 -0.14 -0.20 -0.11
H 4.8231 -5.8136 0.7224 -0.17 -0.15 0.41
H 3.4913 -3.9999 1.7276 -0.24 0.17 0.09
H 0.4362 -4.5759 -1.2228 -0.03 0.10 -0.21
H 1.6733 -6.5920 -2.0889 -0.13 0.12 -0.03
C -2.5457 -4.8740 0.5076 0.11 0.87 -0.24
C -3.3469 -5.5134 1.4277 -1.35 0.03 -0.92
C -4.7238 -5.2398 1.4322 -0.46 0.83 -0.66
C -5.2729 -4.2088 0.5880 1.67 -1.55 0.18
C -4.4024 -3.5444 -0.3040 -0.35 -0.32 0.35
C -3.0459 -3.8716 -0.3459 -0.10 -0.65 1.01
N -6.7368 -3.9700 0.5198 -2.04 -0.63 0.94
O -7.1388 -2.8426 0.2412 0.96 -0.86 -0.09
O -7.5382 -4.8923 0.8088 2.27 1.41 -0.56
H -1.5008 -5.1470 0.5096 0.17 0.15 -0.27
H -2.9340 -6.3299 2.0014 -0.15 0.10 0.31
H -5.3418 -5.8683 2.0564 -0.38 0.31 0.02
H -4.7745 -2.8310 -1.0245 -0.20 0.13 0.13
H -2.3666 -3.3567 -1.0091 -0.13 -0.03 -0.17
C -2.6223 1.9813 -4.4500 -0.48 -1.10 -0.74
C -2.4775 1.2780 -3.2502 0.29 0.84 -0.61
C -2.7511 -0.0816 -3.1661 -1.06 -0.24 0.32
C -3.3454 -0.7730 -4.2463 1.79 0.53 -0.15
C -3.4343 -0.0902 -5.4560 -0.07 1.25 -0.89
C -3.0861 1.2937 -5.5622 -0.89 -1.12 1.16
N -3.5432 -2.2697 -4.1926 -0.60 -1.44 -0.29
O -3.2845 -2.9082 -3.1578 -0.28 1.78 -1.46
O -3.9757 -2.8258 -5.2148 0.72 1.30 1.41
H -2.4372 3.0321 -4.6172 0.09 0.21 0.70
H -2.1478 1.9173 -2.4446 0.11 -0.69 0.64
H -2.6363 -0.5923 -2.2214 0.15 -0.08 0.08
H -3.7629 -0.5128 -6.3940 -0.26 -0.60 0.29
H -3.3872 1.8959 -6.4067 0.33 -0.43 -0.52

119
Properties=species:S:1:pos:R:3:forces:R:3 method="wB97M-V/def2-TZVPD" largest_force_ev_per_a=3.771 s2=8.760 relative_energy_kcal_mol=69.9 spin_multiplicity=6 lumo_ev="0.4 / -0.8"
Fe -0.0667 -0.3091 0.9440 -1.19 -2.78 0.29
C -1.7648 -4.3468 2.5198 0.92 -0.21 -0.22
C -1.9204 -2.8227 2.3724 -1.15 0.58 -0.59
O -0.9926 -1.9411 1.8446 2.57 1.12 -0.99
H -2.7277 -4.8444 2.6341 -0.35 0.56 0.64
H -1.1318 -4.5603 3.3811 0.03 -0.32 -0.04
H -1.4204 -4.9255 1.6627 0.70 0.53 -0.31
H -2.1697 -2.4544 3.3675 -0.41 0.00 0.24
H -2.7716 -2.7123 1.7005 -0.77 0.07 0.18
F -0.3767 -0.9102 -0.9216 0.16 0.56 0.91
F 0.5642 0.6214 2.5403 -0.07 -0.22 -0.62
C -3.9202 -1.2471 -0.7561 -0.99 0.53 -0.54
C -4.3087 0.1201 -1.4788 0.38 -1.27 -0.09
C -5.6640 0.7039 -1.1859 -0.57 -1.06 0.58
O -3.4151 1.1249 -1.0986 1.24 0.60 0.21
H -4.4707 -2.0568 -1.2353 -0.12 0.03 -0.21
H -4.2014 -1.3310 0.2936 -0.15 0.56 0.10
H -2.8738 -1.5503 -0.7923 0.24 0.63 -0.36
H -4.2013 -0.0191 -2.5545 0.07 -0.35 -0.22
H -6.4108 0.0587 -1.6487 -0.44 0.05 0.59
H -5.8705 1.7261 -1.5031 0.52 0.03 -0.64
H -5.6795 0.7858 -0.0991 -0.79 -0.39 0.11
H -3.8009 1.9127 -1.4887 0.43 0.45 0.20
C -1.6290 -2.7372 -5.5779 -0.07 0.43 1.41
C -1.5112 -2.5564 -4.0542 0.28 -0.76 2.55
C -1.5850 -3.8437 -3.2433 -1.13 -1.39 -1.18
O -0.2755 -1.9616 -3.5960 0.92 0.20 -2.27
H -2.5458 -3.2533 -5.8630 -0.20 0.04 0.43
H -0.8254 -3.3699 -5.9546 0.31 0.63 -0.22
H -1.7166 -1.7057 -5.9192 0.57 -0.35 -0.91
H -2.2794 -1.8919 -3.6586 -0.49 0.10 -0.42
H -1.4893 -3.8320 -2.1575 0.17 0.67 -0.12
H -0.9064 -4.5956 -3.6460 0.55 0.18 0.07
H -2.5410 -4.3161 -3.4695 -0.45 -0.03 0.22
H -0.3043 -1.6475 -2.6893 -0.50 0.20 0.85
C 4.0969 -0.5773 -2.1998 -0.36 0.53 -1.46
C 3.2355 -1.5577 -2.9435 2.80 -2.40 -0.81
C 4.1079 -2.7637 -3.5186 -0.48 1.04 -0.21
O 2.3559 -2.2174 -2.0807 -0.88 0.48 0.54
H 4.7077 -0.0597 -2.9395 0.16 -0.03 -0.19
H 4.8166 -1.0625 -1.5406 -0.59 0.27 0.62
H 3.4009 0.2010 -1.8866 0.41 0.00 1.19
H 2.7310 -1.1184 -3.8041 -0.25 0.35 0.14
H 4.5251 -3.4036 -2.7410 -0.12 0.28 0.31
H 4.9303 -2.4411 -4.1571 -0.08 0.07 -0.18
H 3.4134 -3.3781 -4.0915 0.16 -0.13 -0.24
H 1.7948 -2.6709 -2.7141 -0.82 -0.39 0.43
C 2.5984 -3.2670 1.8247 1.72 1.39 1.52
C 2.6753 -1.6898 1.8371 0.53 -1.74 1.06
C 4.0547 -1.0671 1.6583 -0.08 0.56 0.25
O 1.8149 -1.3374 0.7994 -0.65 1.57 -0.43
H 3.5521 -3.5183 2.2888 -0.11 -0.69 0.52
H 2.6470 -3.7850 0.8669 -0.52 0.50 -0.24
H 1.7609 -3.5325 2.4698 0.03 -0.42 -0.42
H 2.3244 -1.3486 2.8110 -0.64 0.09 -0.29
H 3.9778 -0.0033 1.4335 -0.50 -0.03 -1.30
H 4.6390 -1.6539 0.9495 0.33 0.43 0.01
H 4.5870 -0.8198 2.5768 0.20 -1.42 0.51
H 2.2633 -1.7436 0.0540 -0.81 0.13 -1.33
C -0.3480 3.0447 -1.6862 -1.44 -0.16 -0.97
C 0.8152 2.1762 -1.3051 -0.62 0.24 -0.33
C 2.0155 3.0082 -1.2917 2.17 1.09 0.23
O 0.5882 1.6112 -0.0068 0.44 -0.28 -0.26
H -0.2031 3.5394 -2.6465 0.29 -0.11 -0.13
H -0.5648 3.8582 -0.9938 0.41 -0.09 0.41
H -1.2816 2.4917 -1.7896 0.01 -0.25 0.11
H 1.0933 1.3744 -1.9891 -1.04 -0.37 0.01
H 2.8418 2.3417 -1.0446 0.41 0.47 0.18
H 1.9856 3.8802 -0.6383 -0.14 -0.30 0.73
H 2.2372 3.5182 -2.2292 -0.16 -0.59 -0.49
H 0.6110 2.3675 0.5841 0.09 0.01 0.69
C -1.2517 1.0167 -4.6254 1.27 0.07 0.33
C -0.0233 0.9613 -5.5870 -0.16 0.49 0.00
C 1.1868 1.7698 -5.1856 0.49 0.45 0.40
O 0.5020 -0.3251 -5.7494 -0.46 -0.87 -0.29
H -2.1308 0.4357 -4.9043 -0.02 0.36 -0.58
H -1.4616 2.0506 -4.3514 -0.44 0.07 -0.47
H -0.9782 0.5860 -3.6622 0.38 -0.19 0.13
H -0.2472 1.3045 -6.5970 -0.71 0.14 -0.03
H 1.6958 1.3400 -4.3229 -0.30 -0.01 0.39
H 1.0231 2.8340 -5.0164 -0.06 0.09 -0.09
H 1.9172 1.6143 -5.9797 -0.03 0.35 -0.16
H 0.1723 -0.8189 -4.9950 0.25 -0.77 0.49
C 2.3722 5.3530 3.3778 -0.82 0.43 0.23
C 1.6661 4.0394 3.4685 0.27 -0.26 2.48
C 0.1465 4.1510 3.5856 0.19 0.13 -1.51
O 2.1769 3.3172 2.4201 -0.31 -1.26 -2.13
H 2.3316 5.7830 4.3786 0.41 0.49 -0.20
H 1.7862 5.9563 2.6844 0.27 0.44 -0.06
H 3.3723 5.1902 2.9760 -0.01 0.23 0.37
H 2.0086 3.5363 4.3727 0.12 -0.04 0.50
H -0.3683 3.1984 3.4603 0.28 -0.18 0.40
H -0.1108 4.7155 2.6893 -0.53 0.36 0.01
H -0.2293 4.6738 4.4650 0.30 -0.05 0.02
H 1.9619 2.3889 2.5369 -0.26 -0.48 -0.07
C 0.8620 -2.1290 5.8043 0.78 0.39 1.02
C 0.6476 -0.6465 6.1594 -1.41 -1.21 -0.51
C 1.7951 0.3286 6.0673 0.29 -1.27 1.49
O -0.3484 -0.2456 5.2943 -1.78 1.39 -1.14
H -0.1033 -2.6187 5.6751 -0.01 0.21 0.06
H 1.3346 -2.5429 6.6951 0.44 -0.67 -0.30
H 1.4406 -2.2774 4.8925 0.22 0.00 0.08
H 0.1235 -0.6694 7.1149 0.52 0.28 0.50
H 2.6271 -0.3059 6.3727 0.84 0.51 -0.51
H 1.7056 1.0691 6.8621 -0.08 0.37 -0.40
H 1.8427 0.7565 5.0660 0.39 -0.06 0.14
H 0.0886 -0.0516 4.4619 -0.28 0.13 -0.72
C -2.2975 2.9646 1.4285 -0.56 1.34 1.11
C -2.2931 1.5735 2.0218 -2.47 0.18 -0.53
C -3.6583 0.8576 2.3514 0.24 0.59 1.32
O -1.7943 0.7789 0.9880 1.72 -1.20 0.17
H -2.8147 3.1387 0.4849 -0.07 -0.54 0.02
H -1.2830 3.3522 1.3352 0.07 -0.32 -0.17
H -2.7458 3.6359 2.1609 -0.22 0.25 0.05
H -1.6870 1.6270 2.9261 0.23 -0.76 -0.27
H -4.4222 0.6480 1.6026 0.52 0.68 -0.75
H -4.1950 1.3733 3.1478 0.07 0.05 0.19
H -3.4261 -0.1450 2.7102 0.33 0.05 0.26
H -2.5138 0.7490 0.3531 -0.01 -0.15 -1.09